[1]
C8H13NO3 | ωB97M-V/def2-TZVPD

Cartesian coordinates (Å):
C (-0.538, -1.865, -1.955)
C (-0.765, -0.816, -0.824)
C (-2.295, -0.668, -0.588)
N (-0.184, -1.325, 0.397)
C (0.575, -0.545, 1.207)
O (0.666, -0.929, 2.359)
C (1.041, 0.885, 0.710)
C (2.545, 1.064, 0.952)
C (0.229, 1.954, 1.501)
O (0.866, 1.128, -0.706)
C (-0.127, 0.528, -1.350)
O (-0.663, 0.977, -2.348)
H (-0.834, -2.882, -1.642)
H (0.511, -1.867, -2.240)
H (-1.109, -1.598, -2.863)
H (-2.535, -0.002, 0.257)
H (-2.780, -0.317, -1.508)
H (-2.780, -1.626, -0.353)
H (-0.640, -2.155, 0.857)
H (2.814, 2.075, 0.671)
H (2.825, 0.888, 2.004)
H (3.109, 0.373, 0.295)
H (0.594, 2.946, 1.256)
H (-0.870, 1.950, 1.314)
H (0.345, 1.828, 2.593)

Cartesian forces, eV/Å:
-0.37 0.36 -0.36
-0.58 -0.80 -0.66
-0.09 0.42 -0.30
0.30 -0.02 -0.37
-1.65 -0.32 0.51
1.39 0.93 0.43
0.03 -0.45 1.24
0.01 -0.67 -0.08
-0.48 -0.40 0.30
-0.09 -0.27 -0.01
-2.71 -0.60 -0.62
1.49 -0.12 1.06
0.12 0.51 0.06
0.15 -0.18 0.06
0.20 -0.06 0.54
0.23 -0.04 -0.41
0.15 0.16 0.30
0.51 -0.03 -0.04
0.86 1.43 -0.65
0.08 0.23 -0.02
-0.29 0.01 -0.48
-0.28 0.30 0.44
0.12 0.10 -0.22
0.77 -0.27 -0.17
0.15 -0.21 -0.56

Properties
M = 171.20 g mol⁻¹
LUMO = 0.72 eV
Largest force on an atom = 2.849 eV Å⁻¹
HOMO level = -9.767 eV
ΔE to the lowest compared entry with this formula, charge and spin = 0.00 kJ/mol
SMILES string = CC1(C)NC(=O)C(C)(C)OC1=O
Kohn-Sham gap = 10.49 eV

[2]
C27H50OOsP2 | ωB97M-V/def2-TZVPD

Cartesian coordinates (Å):
Os (0.548, 0.954, 1.100)
C (1.029, 0.758, 3.206)
C (2.165, 1.252, 2.475)
C (0.434, 2.781, 2.225)
C (-0.054, 1.691, 3.020)
C (1.779, 2.478, 1.825)
C (0.993, -0.457, 4.081)
H (1.649, -1.253, 3.713)
H (-0.031, -0.848, 4.133)
H (1.319, -0.203, 5.101)
C (-1.452, 1.559, 3.540)
H (-1.483, 0.943, 4.441)
H (-2.094, 1.069, 2.793)
H (-1.886, 2.543, 3.750)
C (-0.291, 4.054, 1.919)
H (0.085, 4.882, 2.533)
H (-1.360, 3.947, 2.117)
H (-0.141, 4.336, 0.874)
C (2.667, 3.370, 1.015)
H (3.015, 4.223, 1.612)
H (2.113, 3.761, 0.156)
H (3.539, 2.829, 0.635)
C (3.558, 0.703, 2.460)
H (4.247, 1.380, 2.985)
H (3.929, 0.584, 1.434)
H (3.608, -0.274, 2.951)
C (-0.341, -1.116, 0.905)
C (0.456, -2.177, 1.111)
C (1.921, -2.098, 0.774)
C (2.223, -1.274, -0.520)
C (1.791, 0.186, -0.512)
C (0.523, 0.657, -0.995)
C (-0.655, -0.263, -1.327)
C (-1.396, -0.881, -0.106)
H (2.318, -3.113, 0.622)
H (1.802, -1.796, -1.398)
H (2.485, -1.661, 1.619)
H (-1.908, -1.815, -0.389)
H (-1.899, -1.789, 2.395)
H (0.106, -3.103, 1.589)
H (-2.155, -0.179, 0.270)
H (-1.364, 0.290, -1.962)
H (0.583, 1.592, -1.570)
H (-0.245, -1.141, -1.890)
H (3.315, -1.263, -0.678)
H (2.627, 0.889, -0.641)
P (-0.362, -1.208, -3.990)
P (-0.331, 1.900, -3.869)
C (-0.210, -0.347, -5.619)
C (-0.715, 1.109, -5.527)
H (-0.800, -0.940, -6.337)
H (0.854, -0.397, -5.910)
H (-0.254, 1.734, -6.304)
H (-1.808, 1.159, -5.648)
C (-1.019, 3.591, -4.062)
H (-0.493, 4.258, -3.366)
H (-2.085, 3.577, -3.797)
H (-0.897, 3.968, -5.088)
C (1.428, 2.311, -4.234)
H (1.536, 2.603, -5.288)
H (2.054, 1.435, -4.024)
H (1.734, 3.145, -3.590)
C (-2.095, -1.790, -4.084)
H (-2.338, -2.357, -3.173)
H (-2.201, -2.444, -4.963)
H (-2.777, -0.931, -4.168)
C (0.553, -2.774, -4.135)
H (1.480, -2.606, -4.699)
H (-0.065, -3.529, -4.638)
H (0.808, -3.133, -3.126)
C (-1.879, -4.044, 3.711)
C (-2.872, -2.903, 3.713)
C (-3.501, -2.680, 5.072)
O (-2.262, -1.671, 3.296)
H (-1.020, -3.792, 4.350)
H (-1.511, -4.270, 2.702)
H (-2.351, -4.949, 4.112)
H (-3.685, -3.132, 3.011)
H (-2.743, -2.407, 5.817)
H (-4.258, -1.892, 5.049)
H (-3.993, -3.599, 5.412)

Cartesian forces, eV/Å:
-1.52 -2.13 -3.22
0.79 0.59 1.00
0.66 0.01 1.03
-0.32 0.47 0.63
-0.03 0.33 0.90
0.89 0.47 0.60
-0.27 -0.14 -0.03
-0.08 0.16 0.07
0.23 0.00 0.05
-0.07 0.02 -0.29
-0.29 -0.09 0.00
-0.05 0.16 -0.09
0.08 0.13 0.31
0.12 -0.24 0.09
-0.18 -0.13 -0.21
0.04 -0.25 -0.02
0.14 0.09 -0.14
-0.12 0.06 0.08
-0.01 0.01 -0.13
-0.05 -0.21 -0.12
0.14 0.08 0.08
-0.11 0.12 0.12
0.15 -0.17 -0.03
-0.22 -0.18 -0.09
-0.02 0.06 0.21
0.03 0.19 -0.03
0.96 1.29 -0.86
0.47 -0.10 0.48
0.64 0.03 -0.45
0.29 -0.02 0.42
0.27 0.16 0.04
-0.41 -0.01 0.01
0.27 -0.15 0.20
-0.98 -0.11 0.35
-0.20 0.20 0.22
0.03 0.11 0.33
-0.27 -0.20 -0.30
0.05 0.19 -0.08
-0.42 -0.04 0.77
-0.09 0.16 -0.28
0.24 -0.07 -0.15
0.19 -0.46 0.29
-0.27 -0.29 0.47
-0.29 0.37 0.24
-0.42 -0.27 0.15
-0.39 -0.35 -0.15
-0.73 -0.29 -2.22
0.59 0.11 -1.91
0.40 0.50 0.11
-0.38 -0.11 0.22
0.25 0.14 0.15
-0.40 0.11 0.05
-0.23 -0.20 0.11
0.28 -0.11 -0.11
-0.53 -0.11 0.30
-0.18 -0.14 -0.18
0.26 0.19 -0.15
0.03 -0.16 0.28
0.08 -0.24 0.45
-0.02 -0.01 0.34
0.08 0.27 -0.08
0.10 -0.27 -0.16
-0.10 0.31 0.78
-0.08 0.14 -0.33
0.10 0.24 0.26
0.14 -0.31 0.03
0.47 0.00 0.38
-0.20 -0.10 0.21
0.14 0.23 0.09
-0.02 -0.05 -0.38
0.26 -0.09 0.26
-0.55 -0.13 -0.17
0.05 0.06 0.31
0.43 0.12 -0.56
-0.18 -0.09 -0.12
-0.10 0.00 0.09
0.16 0.14 -0.15
0.06 -0.03 -0.02
-0.09 -0.06 -0.14
0.15 -0.06 -0.10
0.13 0.16 -0.09

Properties
M = 642.87 g mol⁻¹
LUMO (alpha / beta) = -5.74 / -8.47 eV
Largest force on an atom = 4.151 eV Å⁻¹
HOMO level (alpha / beta) = -12.342 / -14.217 eV
Charge = +2
ΔE to the lowest compared entry with this formula, charge and spin = 0.00 kJ/mol
Spin multiplicity = 5
Kohn-Sham gap (alpha / beta) = 6.60 / 5.74 eV

[3]
C4H2OS | ωB97M-V/def2-TZVPD

Cartesian coordinates (Å):
C (1.031, 0.689, 0.067)
C (0.703, -0.664, -0.010)
C (-0.206, 1.415, -0.163)
C (-1.384, 0.181, -0.107)
O (-0.611, -0.950, -0.085)
S (-3.020, -0.177, 0.006)
H (2.113, 0.988, 0.079)
H (1.374, -1.481, 0.212)

Cartesian forces, eV/Å:
-1.56 -1.36 -0.98
-0.42 1.60 1.30
-0.78 -0.51 0.24
0.29 0.52 0.41
1.55 -1.66 -0.11
2.68 1.65 -0.34
-1.55 0.18 0.07
-0.19 -0.42 -0.59

Properties
M = 98.13 g mol⁻¹
LUMO (alpha / beta) = -2.26 / -2.32 eV
Largest force on an atom = 3.164 eV Å⁻¹
HOMO level (alpha / beta) = -8.814 / -9.074 eV
ΔE to the lowest compared entry with this formula, charge and spin = 223.26 kJ/mol
Kohn-Sham gap (alpha / beta) = 6.55 / 6.76 eV

[4]
C7H13NS2 | ωB97M-V/def2-TZVPD

Cartesian coordinates (Å):
C (4.411, 0.941, -0.176)
C (2.549, -0.321, 0.105)
C (1.449, -0.418, 0.804)
C (-1.687, 0.188, -0.503)
C (-1.252, -0.374, -1.796)
C (-2.426, 2.044, 1.338)
C (-1.892, -2.486, 0.266)
N (3.283, 0.894, 0.378)
S (-2.144, 1.845, -0.484)
S (-2.277, -0.926, 0.696)
H (4.920, 0.046, -0.824)
H (4.936, 1.794, -0.002)
H (2.940, -0.925, -0.714)
H (1.146, 0.494, 1.461)
H (-0.421, 0.081, -2.243)
H (-2.039, -0.365, -2.501)
H (-1.108, -1.376, -1.725)
H (-2.959, 3.013, 1.323)
H (-1.364, 2.074, 1.845)
H (-2.980, 1.070, 1.480)
H (0.851, -1.287, 0.588)
H (-2.471, -2.969, -0.516)
H (-1.462, -3.036, 1.200)

Cartesian forces, eV/Å:
0.16 -3.35 -1.40
0.96 2.34 0.34
-1.33 0.71 0.53
-1.08 -0.59 0.29
-0.84 1.61 0.34
1.66 -0.52 -1.18
0.41 -0.56 2.01
-0.06 -1.43 -0.93
0.58 -0.12 0.45
1.16 0.38 -0.40
-1.30 2.07 1.40
1.99 2.27 0.16
-0.24 -0.40 0.40
0.49 -2.18 -1.08
1.22 0.99 -0.38
-1.16 0.51 -0.96
0.98 -3.15 0.74
0.07 -0.81 0.84
-2.40 -0.07 -0.75
0.16 1.75 1.00
-0.73 -0.04 0.55
0.43 -0.11 0.08
-1.13 0.70 -2.07

Properties
M = 175.32 g mol⁻¹
LUMO (alpha / beta) = -0.36 / -0.22 eV
Largest force on an atom = 3.631 eV Å⁻¹
HOMO level (alpha / beta) = -6.951 / -7.204 eV
ΔE to the lowest compared entry with this formula, charge and spin = 371.47 kJ/mol
Kohn-Sham gap (alpha / beta) = 6.59 / 6.98 eV

[5]
C27H42Cl2MoN2OS4Si | ωB97M-V/def2-TZVPD

Cartesian coordinates (Å):
Mo (0.829, -0.545, 0.538)
C (-0.711, -1.140, 3.705)
C (-1.395, 0.148, 3.309)
S (-0.609, 0.982, 1.860)
C (0.400, 2.270, 2.687)
C (1.549, 1.697, 3.476)
S (2.534, 0.577, 2.402)
C (3.099, -0.597, 3.694)
C (3.846, -1.761, 3.072)
S (3.085, -2.316, 1.499)
C (2.017, -3.706, 2.001)
C (0.892, -3.352, 2.950)
S (-0.262, -2.130, 2.217)
H (-1.389, -1.752, 4.299)
H (0.196, -0.950, 4.283)
H (-1.405, 0.866, 4.128)
H (-2.422, -0.040, 2.994)
H (-0.275, 2.848, 3.317)
H (0.767, 2.898, 1.873)
H (1.206, 1.135, 4.346)
H (2.215, 2.495, 3.807)
H (2.229, -0.928, 4.262)
H (3.754, -0.029, 4.355)
H (3.912, -2.601, 3.761)
H (4.853, -1.457, 2.786)
H (2.655, -4.470, 2.451)
H (1.627, -4.089, 1.054)
H (1.266, -2.966, 3.897)
H (0.291, -4.244, 3.145)
Cl (3.922, -2.988, -2.774)
C (2.221, -3.157, -2.663)
C (1.536, -4.032, -3.500)
C (0.169, -4.212, -3.390)
Cl (-0.621, -5.340, -4.414)
C (-0.581, -3.495, -2.420)
C (-1.951, -3.661, -2.168)
C (-2.533, -2.907, -1.170)
C (-1.773, -1.988, -0.449)
N (-0.473, -1.795, -0.653)
C (0.117, -2.563, -1.605)
C (1.525, -2.420, -1.681)
O (2.081, -1.659, -0.813)
H (2.095, -4.596, -4.229)
H (-2.519, -4.383, -2.733)
H (-3.580, -3.017, -0.939)
H (-2.230, -1.402, 0.335)
C (-1.189, 0.229, -2.884)
Si (-0.971, 1.468, -1.436)
C (-2.735, 2.032, -0.732)
C (-2.660, 3.234, 0.213)
C (-3.474, 0.907, -0.005)
C (-3.595, 2.406, -1.946)
C (0.221, 2.911, -2.025)
C (1.213, 2.363, -3.059)
C (0.963, 3.586, -0.866)
C (-0.609, 3.988, -2.736)
H (-1.390, 0.785, -3.798)
H (-2.016, -0.455, -2.731)
H (-0.291, -0.358, -3.062)
H (-2.171, 2.978, 1.149)
H (-3.669, 3.570, 0.443)
H (-2.136, 4.074, -0.228)
H (-2.884, 0.515, 0.818)
H (-3.727, 0.099, -0.686)
H (-4.404, 1.296, 0.409)
H (-3.217, 3.278, -2.468)
H (-4.603, 2.637, -1.605)
H (-3.668, 1.586, -2.652)
H (1.685, 1.439, -2.740)
H (1.987, 3.104, -3.240)
H (0.712, 2.189, -4.009)
H (1.586, 2.881, -0.318)
H (0.260, 4.048, -0.177)
H (1.606, 4.371, -1.256)
H (-1.197, 3.576, -3.550)
H (0.071, 4.726, -3.159)
H (-1.271, 4.508, -2.052)
N (3.195, 0.977, -0.821)
C (2.170, 0.607, -0.414)
H (4.046, 1.220, -1.279)

Cartesian forces, eV/Å:
0.03 -0.68 0.58
0.25 -0.28 -0.13
0.15 -0.02 -0.56
-0.18 0.24 0.43
-0.08 -0.29 -0.34
0.39 -0.25 -0.19
-0.29 0.02 0.45
-0.16 0.18 -0.09
-0.25 -0.21 -0.54
0.31 -0.14 0.56
0.29 0.39 -0.13
-0.29 -0.07 -0.05
0.11 -0.05 0.82
0.06 0.01 0.05
-0.07 -0.05 -0.07
-0.08 -0.02 0.03
-0.01 0.05 0.07
0.01 0.08 -0.04
-0.13 0.05 0.02
0.03 0.02 -0.01
-0.09 -0.01 0.09
0.03 0.02 -0.03
-0.05 -0.02 0.04
0.10 0.04 0.08
0.00 -0.06 0.08
-0.13 -0.03 -0.07
0.07 -0.07 0.07
-0.03 0.04 0.00
0.08 0.06 0.12
0.03 0.00 -0.01
-0.54 0.69 0.89
-0.63 -0.22 -0.11
0.47 0.16 0.16
-0.09 -0.08 -0.09
0.18 0.13 0.04
0.12 0.27 0.23
-0.03 -0.04 -0.14
-0.09 0.00 0.00
-0.60 0.10 0.02
0.70 -0.61 -0.68
-0.38 -1.13 -1.33
-0.05 0.82 0.82
0.01 -0.07 -0.12
-0.10 -0.04 -0.07
-0.08 0.01 0.05
-0.03 -0.03 -0.07
0.17 0.35 0.80
-0.17 0.46 -1.22
0.47 -0.29 0.43
0.25 -0.08 -0.09
0.18 0.01 -0.14
0.39 -0.06 -0.23
-0.10 -0.38 0.42
-0.29 -0.23 0.11
-0.17 -0.26 -0.01
-0.23 -0.20 0.17
-0.04 0.27 -0.07
-0.16 -0.09 0.10
0.15 0.02 0.01
-0.03 0.06 0.06
-0.16 0.02 0.04
0.09 0.20 -0.06
-0.09 -0.09 0.14
-0.06 -0.19 -0.06
-0.10 0.04 0.00
0.01 0.17 -0.12
-0.08 0.02 0.10
-0.07 -0.14 -0.19
0.07 -0.06 -0.13
0.17 0.14 0.00
0.01 -0.12 -0.08
0.01 0.14 0.05
-0.08 0.11 0.15
0.10 0.13 -0.04
-0.09 0.00 -0.17
0.12 0.07 -0.07
-0.13 0.13 0.03
-0.75 -0.03 0.20
1.50 0.91 -0.84
0.15 0.09 -0.07

Properties
M = 733.85 g mol⁻¹
LUMO (alpha / beta) = -6.10 / -7.24 eV
Largest force on an atom = 1.941 eV Å⁻¹
HOMO level (alpha / beta) = -12.445 / -12.578 eV
Charge = +2
Spin multiplicity = 3
Kohn-Sham gap (alpha / beta) = 6.35 / 5.34 eV

[6]
C34H51N8O3 | ωB97M-V/def2-TZVPD

Cartesian coordinates (Å):
C (-0.505, -0.105, 0.007)
C (-0.108, 0.776, 1.176)
C (-0.604, 0.282, 2.556)
C (0.166, 0.905, 3.777)
C (1.644, 0.677, 3.623)
C (2.188, 1.343, 2.307)
N (1.459, 0.948, 1.137)
O (2.069, 0.909, 0.006)
C (3.749, 0.829, 2.341)
C (2.398, 2.917, 2.384)
C (-0.592, 2.199, 0.851)
H (-0.618, 0.284, -1.179)
H (-1.496, -0.448, 0.191)
H (0.066, -1.035, 0.206)
H (-0.340, -0.797, 2.504)
H (-1.589, 0.393, 2.796)
H (-0.316, 0.389, 4.714)
H (-0.200, 1.795, 3.881)
H (1.718, -0.429, 3.224)
H (1.980, 0.767, 4.621)
H (3.596, -0.212, 2.263)
H (4.241, 1.098, 3.245)
H (4.304, 1.177, 1.751)
H (1.463, 3.326, 2.656)
H (2.784, 3.470, 1.633)
H (2.999, 3.172, 3.407)
H (-0.460, 2.876, 1.950)
H (-1.737, 2.353, 0.769)
H (0.078, 2.779, 0.286)
N (-1.666, -3.143, 2.123)
C (-2.630, -2.576, 1.273)
C (-3.791, -2.171, 2.217)
C (-3.334, -2.617, 3.588)
C (-1.904, -3.210, 3.464)
H (-0.909, -3.465, 1.688)
H (-2.595, -2.628, 0.140)
H (-4.670, -1.879, 1.918)
H (-3.750, -2.276, 4.555)
H (-1.343, -3.399, 4.159)
N (-5.303, 1.506, -2.200)
C (-4.358, 1.867, -1.211)
C (-4.296, 0.833, -0.019)
C (-5.449, -0.070, -0.372)
C (-6.037, 0.367, -1.712)
H (-5.396, 1.734, -3.230)
H (-3.513, 2.531, -1.409)
H (-3.565, 0.874, 0.680)
H (-5.745, -0.825, 0.177)
H (-6.728, 0.096, -2.391)
N (-3.639, -3.044, -2.336)
C (-2.681, -4.102, -2.361)
C (-1.421, -3.625, -2.747)
C (-1.529, -2.066, -2.966)
C (-2.995, -1.736, -2.658)
H (-4.532, -3.116, -2.108)
H (-3.024, -4.979, -2.256)
H (-0.591, -4.233, -3.001)
H (-0.622, -1.485, -3.419)
H (-3.709, -0.967, -2.670)
N (1.591, -4.322, 2.437)
C (2.036, -3.269, 1.505)
C (1.309, -3.574, 0.221)
C (0.426, -4.812, 0.486)
C (0.586, -5.159, 1.980)
H (2.204, -4.300, 3.389)
H (2.565, -2.497, 1.889)
H (1.773, -2.956, -0.510)
H (-0.123, -5.211, -0.173)
H (0.169, -5.824, 2.581)
N (0.733, 1.418, -4.639)
C (-0.482, 1.034, -5.274)
C (-1.587, 1.280, -4.300)
C (-0.943, 1.868, -3.047)
C (0.563, 1.920, -3.437)
H (1.574, 1.228, -5.178)
H (-0.476, 0.785, -6.316)
H (-2.732, 1.206, -4.556)
H (-1.320, 2.185, -2.049)
H (1.378, 2.249, -3.036)
N (5.309, 0.519, -0.791)
C (4.474, 0.710, -1.840)
C (3.722, -0.727, -2.054)
C (4.343, -1.625, -0.964)
C (5.290, -0.805, -0.187)
H (6.080, 1.371, -0.765)
H (4.413, 1.607, -2.351)
H (3.112, -1.109, -2.615)
H (4.072, -2.561, -0.821)
H (6.054, -1.012, 0.621)
C (2.669, 7.082, -1.179)
N (2.304, 5.782, -0.518)
O (1.255, 6.008, 0.215)
O (2.849, 4.768, -0.695)
H (3.265, 6.653, -1.874)
H (3.140, 7.855, -0.439)
H (1.796, 7.399, -1.715)

Cartesian forces, eV/Å:
0.39 -0.65 -1.96
-0.94 1.51 -1.42
4.76 -1.27 -0.04
-1.00 -6.74 -0.38
-2.57 -2.14 -3.22
4.97 1.56 2.94
1.63 -0.09 -4.73
-3.11 0.19 5.55
-9.62 -4.25 7.30
-0.81 -1.50 5.57
-1.39 2.60 5.81
1.19 -0.83 3.51
-1.06 -0.02 0.42
-0.04 0.17 -1.13
-0.59 0.33 0.46
-2.99 0.32 -0.48
1.31 0.50 -1.57
-1.22 5.88 0.58
0.01 1.52 1.63
2.05 0.60 0.35
0.75 -1.30 -0.17
-0.52 0.04 1.41
7.49 4.90 -9.79
-1.22 0.72 -0.07
1.42 1.02 -2.86
-0.99 -1.05 -2.56
-0.39 -1.82 -2.84
2.08 -0.76 -0.66
0.23 0.52 -1.66
-3.92 2.16 0.41
-3.08 0.24 3.91
9.72 -4.56 1.84
3.09 0.38 -2.51
-12.02 5.09 -8.47
3.91 -1.76 -1.72
0.24 0.03 1.75
-4.55 1.79 -1.35
0.05 -0.65 -0.82
6.37 -2.40 6.98
0.26 -2.07 2.67
0.88 -3.40 1.70
-6.10 1.98 -8.74
2.28 6.62 -5.67
5.60 1.97 4.62
0.50 0.22 2.22
-0.75 0.08 -0.18
1.66 -0.12 2.29
-1.71 -3.69 2.44
-2.61 -1.68 -1.38
8.74 2.23 -1.91
2.10 8.83 -1.68
-3.08 3.74 0.14
-3.05 -2.20 0.70
3.90 -5.91 -0.36
-4.63 -0.46 1.27
-2.15 -6.58 0.95
0.66 -0.27 0.03
-2.36 -0.72 1.15
-0.08 1.44 -0.09
2.31 2.90 1.29
-5.95 -6.99 -2.42
1.12 -1.83 6.08
6.88 5.42 8.26
3.76 5.13 -7.21
-2.80 -0.70 -2.83
1.95 2.11 0.73
-0.96 -0.09 -1.61
-4.28 -3.12 -4.61
-1.77 -3.03 2.24
-2.72 -1.57 -3.38
-1.64 1.47 4.12
2.29 0.97 -0.32
3.52 -0.97 -3.76
-8.48 -1.73 -0.09
-0.01 0.51 0.77
-0.15 -0.29 -0.06
2.71 -0.04 0.72
0.15 -0.30 -1.31
4.33 2.00 3.29
1.88 1.34 -0.18
-2.69 -8.18 0.60
11.22 6.11 10.39
1.96 9.60 -1.46
-0.79 0.35 -2.32
-2.36 -3.48 0.82
-0.13 1.48 -0.92
-6.78 -3.16 -6.57
-0.95 -4.24 0.84
-1.30 0.13 -1.23
0.19 0.45 2.06
-5.64 5.00 3.31
2.82 -2.02 -1.41
1.27 -2.26 -0.32
2.93 -0.04 -2.46
-1.03 -1.77 -1.51
-0.54 0.53 0.35

Properties
M = 619.84 g mol⁻¹
LUMO = -5.61 eV
Largest force on an atom = 16.467 eV Å⁻¹
HOMO level = -9.696 eV
Charge = +1
ΔE to the lowest compared entry with this formula, charge and spin = 464.35 kJ/mol
Kohn-Sham gap = 4.09 eV